[1]
Entry from the Open Molecules 2025 dataset: a structure of composition C35H41MoN7O6SSi in a non-equilibrium geometry (ωB97M-V/def2-TZVPD).

Element x y z (Å)
Mo1 1.00939 0.48134 -0.76839
S1 0.02629 1.64350 1.49821
Si1 0.61395 3.69394 4.17671
O1 -2.00939 -0.99348 2.37388
O2 2.50132 2.04230 -3.04763
O3 2.09142 -0.56751 0.94400
O4 -5.11275 -3.19507 -0.18569
O5 0.28260 -4.69741 -2.44943
O6 -0.93036 3.32620 -3.26474
N1 2.63849 0.29213 0.18342
N2 1.66738 3.05723 0.16953
N3 -0.03576 1.46699 -2.12174
N4 -2.74169 -1.88834 -1.05844
N5 -0.97806 -0.48770 -0.43214
N6 -0.61496 -2.46250 -1.63240
N7 2.58369 1.46202 -1.78968
C1 -0.34545 2.12342 4.64446
C2 4.97113 2.12484 -1.88752
C3 -4.27431 -3.36122 0.94807
C4 2.26315 4.86278 2.16215
C5 -4.16293 1.68556 1.31256
C6 -3.76525 1.93018 0.00926
C7 -5.33679 -4.18404 -2.30287
C8 -0.80520 -1.70386 2.17015
C9 1.21512 -3.67849 -2.42843
C10 2.06512 3.82224 5.41943
C11 -4.91806 -4.41940 -3.59793
C12 -3.51164 0.72320 2.05358
C13 2.85629 -1.47817 -2.30630
C14 -3.41200 -2.78266 -1.90708
C15 1.38261 3.83415 2.44328
C16 0.74382 -2.43970 -1.94938
C17 -4.59090 -3.39023 -1.43872
C18 -2.03153 0.24287 0.21265
C19 2.52803 -3.80470 -2.83040
C20 1.11941 2.94785 1.38348
C21 -3.00401 -3.02557 -3.21840
C22 -1.40907 -1.55563 -1.05593
C23 -0.54793 5.19874 4.35511
C24 -2.45521 -0.02605 1.52723
C25 -0.48159 2.42448 -2.66657
C26 -2.71818 1.20764 -0.52437
C27 3.84247 0.73421 -0.03670
C28 3.34178 -2.68151 -2.76843
C29 0.68337 -5.95760 -2.92704
C30 5.08499 0.39956 0.72657
C31 2.48842 4.06719 -0.07176
C32 3.78197 1.49007 -1.24699
C33 -3.73939 -3.85055 -4.04958
C34 2.82190 4.99577 0.89443
C35 1.53662 -1.29401 -1.84954
H1 3.50163 5.80140 0.66980
H2 2.74296 2.97905 5.31881
H3 -6.25339 -4.60792 -1.92356
H4 3.53920 -0.64179 -2.31197
H5 -3.39642 -4.02431 -5.05768
H6 5.36880 1.20802 1.40085
H7 -3.94923 -2.40025 1.35418
H8 -0.02688 6.13362 4.17364
H9 0.02807 -1.05561 1.89079
H10 -3.80376 0.51035 3.06984
H11 -0.61676 2.16208 5.69639
H12 1.49420 -6.37497 -2.32236
H13 0.24709 1.22878 4.48417
H14 4.90600 -0.49566 1.31858
H15 -4.26246 2.67352 -0.59199
H16 -0.92706 -2.49221 1.42008
H17 2.92118 -4.74191 -3.18632
H18 1.68816 3.81712 6.43781
H19 4.37140 -2.76119 -3.08576
H20 2.51372 5.58061 2.93192
H21 -0.19674 -6.59344 -2.83631
H22 2.64259 4.73206 5.28880
H23 5.50133 1.39184 -2.49800
H24 -1.06247 -3.32885 -1.91338
H25 -5.50806 -5.04039 -4.25372
H26 1.57614 1.91015 -3.31698
H27 -3.40220 -3.98115 0.72763
H28 0.99334 -5.90896 -3.97609
H29 -1.25554 2.02102 4.06367
H30 -2.12482 -2.53190 -3.60682
H31 5.64457 2.49624 -1.12100
H32 5.90936 0.22600 0.03806
H33 -0.96969 5.24584 5.35354
H34 -4.88472 -3.86174 1.70153
H35 -2.40254 1.39027 -1.54049
H36 -3.34370 -1.29817 -0.49750
H37 2.87940 4.13784 -1.07826
H38 -0.59109 -2.16887 3.13300
H39 -4.98338 2.23921 1.74161
H40 4.65664 2.93373 -2.54289
H41 -1.37319 5.13557 3.65244

Summary:
Frontier orbital gap (spin up / spin down) = 6.2 / 6.6 eV
Highest occupied orbital energy (spin up / spin down) = -7.0973 / -7.1957 eV
Charge = 0

Atom charges from the Mulliken analysis, given in e for atoms 1 to 8:
1 Mo -1.59
2 S 0.04
3 Si 0.28
4 O -0.46
5 O -0.63
6 O -0.80
7 O -0.55
8 O -0.43

***

[2]
Entry from the Open Molecules 2025 dataset: a structure of composition C9H4AuClINOS4Sb (ωB97M-V/def2-TZVPD).

Element x y z (Å)
Au1 -1.78944 0.99069 1.24301
I1 -2.74002 -3.61574 -1.24593
Sb1 -2.93394 3.71833 3.31418
Cl1 2.68868 -3.08839 -2.84408
S1 -1.78869 1.55370 3.41421
S2 -2.65086 3.04428 0.97456
S3 -1.55400 5.38546 3.84586
S4 -5.04761 3.60256 3.98958
O1 -1.89085 -0.87316 0.13447
N1 0.44502 0.47038 0.13192
C1 2.68783 -0.42918 -1.21378
C2 0.15072 -3.07346 -1.93658
C3 0.38804 -0.68736 -0.55791
C4 1.34310 -2.41614 -1.95579
C5 -0.89286 -1.36782 -0.52180
C6 2.71900 0.74005 -0.50794
C7 1.49938 -1.19092 -1.26004
C8 1.55470 1.16181 0.16297
C9 -0.95528 -2.55887 -1.22970
H1 0.04942 -4.00705 -2.47297
H2 1.53776 2.08400 0.73447
H3 3.61678 1.34079 -0.45752
H4 3.56311 -0.78393 -1.74118

Summary:
Frontier orbital gap = 5.8 eV
Highest occupied orbital energy = -5.3698 eV
Charge = -1

Atom charges from the Mulliken analysis, given in e for atoms 1 to 8:
1 Au 1.22
2 I 0.05
3 Sb 0.82
4 Cl -0.28
5 S -0.44
6 S -0.44
7 S -0.62
8 S -0.60

***

[3]
Entry from the Open Molecules 2025 dataset: a cluster of 8 separate species, C15H32N9O16 in total (ωB97M-V/def2-TZVPD).

Element x y z (Å)
O1 4.00239 -2.07940 6.56007
O2 -3.49297 1.45076 -0.10852
O3 -2.27999 3.22448 -3.52882
O4 4.48258 -1.29421 4.61373
O5 0.43691 -0.00064 2.78304
O6 1.29907 3.85063 1.20802
O7 -0.45677 -1.95532 2.72961
O8 -1.13166 2.87595 -5.32438
O9 7.14795 0.00408 -1.68091
O10 5.62791 -1.42439 -2.23896
O11 -3.99746 -3.02150 1.46473
O12 -1.63961 2.55537 -0.06703
O13 3.38048 3.33138 0.64806
O14 -3.30328 -4.76696 2.52738
O15 -2.40715 -5.80048 -1.79168
O16 -2.22619 -3.71863 -2.31116
N1 6.00915 -0.31224 -1.93541
N2 0.56290 0.55600 -2.35840
N3 -4.13093 -3.91275 2.28022
N4 -2.14221 -4.64998 -1.52993
N5 -0.11343 -0.34086 -3.21457
N6 -2.59709 2.01645 0.47253
N7 4.34702 -1.18734 5.81992
N8 0.48175 -1.21621 2.91156
N9 -1.93018 3.50609 -4.65937
C1 1.87798 2.46838 -1.92306
C2 1.66387 2.28152 -0.56451
C3 -2.66668 2.03915 1.96063
C4 2.21367 3.21660 0.47026
C5 -1.68174 -4.36522 -0.14315
C6 4.98489 0.76622 -1.86689
C7 0.90873 1.20312 -0.11383
C8 -2.51324 4.72529 -5.28446
C9 1.77726 -1.82945 3.31702
C10 -1.45556 0.26430 -3.46763
C11 0.36436 0.35055 -1.05261
C12 -5.40712 -3.97514 3.04343
C13 4.62349 0.13865 6.43887
C14 1.30478 1.58367 -2.81494
C15 -2.50978 -0.30375 -2.51155
H1 -1.80197 2.57010 2.34048
H2 4.02326 0.33271 -2.11828
H3 -1.69003 5.39238 -5.52152
H4 -3.02874 4.41213 -6.18742
H5 -2.46967 -4.65997 0.53487
H6 2.06808 -2.52076 2.53161
H7 5.42076 -0.00159 7.16214
H8 2.45129 3.30720 -2.28522
H9 -6.04045 -3.15891 2.71799
H10 -2.52431 0.30536 -1.60384
H11 4.98591 1.15938 -0.85340
H12 1.61086 -2.35716 4.25171
H13 -1.48555 -3.30358 -0.05441
H14 -5.15887 -3.88791 4.09676
H15 1.39414 1.64964 -3.88748
H16 -0.77921 -4.94632 0.02391
H17 -3.58908 2.54303 2.23304
H18 -3.47847 -0.30669 -2.99712
H19 -1.75145 0.15666 -4.50585
H20 -3.19733 5.17778 -4.57706
H21 -0.23838 -0.49109 -0.75472
H22 4.91913 0.82768 5.65696
H23 0.44925 3.87003 0.74081
H24 -2.67355 1.00679 2.29946
H25 -5.86398 -4.93727 2.83285
H26 5.26917 1.53413 -2.58064
H27 -1.39850 1.33816 -3.26834
H28 2.51107 -1.04489 3.43691
H29 3.71083 0.46400 6.92886
H30 0.74991 1.04768 0.94072
H31 -2.22677 -1.31208 -2.21643
H32 0.41856 -0.42081 -4.07467

Summary:
Frontier orbital gap = 8.6 eV
Highest occupied orbital energy = -12.7016 eV
Charge = +1

Atom charges from the Mulliken analysis, given in e for atoms 1 to 8:
1 O -0.50
2 O -0.54
3 O -0.52
4 O -0.53
5 O -0.60
6 O -0.46
7 O -0.54
8 O -0.51

***

Calculated calculated total energy in order - -2948.8750 -3202.0631 -2286.4810 Eh